[1]
ORCA calculation (ωB97M-V/def2-TZVPD) on 16 unconnected molecules or ions with the total composition H32O16 at a distorted geometry.

Summary:
calculated total energy: -33275.447 eV
E_LUMO: -0.70 eV
spin multiplicity: 1
HOMO-LUMO gap: 9.9 eV
E_HOMO: -10.62 eV
energy above the lowest of the compared OMol25 structures with the same formula, charge and spin: 9.486 eV

Last column: natural (NBO) charge in e.
Positions of all 48 atoms, in Å:
O (0.604, -1.879, 2.731)  -0.950
O (4.472, 2.736, -0.061)  -0.939
O (-2.018, 2.510, -2.276)  -0.948
O (1.871, 4.073, -3.922)  -0.935
O (3.401, -0.215, -1.963)  -0.975
O (0.341, 2.094, 2.114)  -1.002
O (-4.417, 0.324, 4.449)  -0.924
O (0.089, -0.500, -0.002)  -1.037
O (4.661, -2.580, -1.763)  -0.957
O (1.003, -4.786, -2.332)  -0.941
O (-1.511, -4.404, -1.940)  -0.931
O (-2.961, 2.123, 2.740)  -0.936
O (-4.505, 0.540, 0.583)  -0.953
O (-0.244, 4.703, 2.403)  -0.987
O (2.280, -2.469, -0.430)  -0.980
O (-3.183, -2.815, 0.200)  -0.927
H (0.010, 2.973, 1.889)  0.497
H (0.952, 3.885, -3.671)  0.470
H (0.217, -1.350, 2.138)  0.472
H (-2.846, 2.158, -1.939)  0.475
H (1.231, -3.909, -2.106)  0.456
H (0.937, 2.001, 2.823)  0.494
H (-4.249, -0.357, 0.834)  0.497
H (-4.949, 0.210, 3.470)  0.443
H (-2.899, -3.433, -0.427)  0.452
H (2.381, 3.262, -3.516)  0.466
H (-1.283, 2.000, -1.845)  0.474
H (4.467, -3.082, -2.403)  0.455
H (4.113, 3.748, 0.032)  0.473
H (0.132, 0.331, 0.474)  0.499
H (4.327, 2.493, 0.829)  0.467
H (0.932, -1.012, -0.275)  0.527
H (-0.736, 5.407, 2.852)  0.511
H (-3.634, 2.137, 2.092)  0.469
H (0.649, -2.838, 2.444)  0.475
H (2.428, 0.020, -2.164)  0.492
H (4.560, -1.636, -1.956)  0.497
H (0.136, -4.579, -2.232)  0.465
H (-2.187, 2.084, 2.243)  0.473
H (3.711, 0.600, -1.523)  0.495
H (-2.243, -2.808, 0.542)  0.471
H (-0.045, 4.814, 1.423)  0.490
H (-3.906, 0.969, 4.014)  0.473
H (-1.940, -4.099, -2.642)  0.470
H (-3.609, 1.066, 0.370)  0.457
H (2.590, -3.424, -0.294)  0.492
H (-2.237, -4.990, -1.478)  0.485
H (3.109, -2.096, -0.529)  0.492

=====

[2]
ORCA calculation (ωB97M-V/def2-TZVPD) on a molecular structure, C26H33AuN5O3 at a distorted geometry.

Summary:
calculated total energy: -44756.270 eV
E_LUMO (alpha / beta): -11.34 / -11.24 eV
spin multiplicity: 1
HOMO-LUMO gap (alpha / beta): 4.6 / 4.8 eV
E_HOMO (alpha / beta): -15.96 / -16.07 eV
net charge: +3

Last column: natural (NBO) charge in e.
Positions of all 68 atoms, in Å:
Au (-0.739, -0.937, -0.673)  1.467
O (-0.684, -1.082, 1.437)  -0.706
O (1.437, -0.085, -0.166)  -0.760
O (-2.229, 0.748, -0.652)  -0.727
N (0.693, 0.447, 2.989)  -0.448
N (-1.300, 3.380, 1.826)  -0.442
N (-1.155, -0.781, -2.744)  -0.446
N (-1.536, -2.986, -0.580)  -0.449
N (3.607, -0.214, -0.718)  -0.753
C (-2.568, -3.168, -1.559)  -0.258
C (0.866, -1.941, 2.984)  -0.245
C (-0.986, 2.757, -3.361)  -0.064
C (-1.382, -3.713, 0.452)  0.201
C (-0.117, -2.109, 1.934)  0.497
C (1.269, -0.641, 3.396)  0.268
C (-1.912, 2.963, 0.763)  0.298
C (-1.757, 1.717, -1.292)  0.516
C (1.063, 1.811, 3.272)  -0.241
C (-0.460, -3.454, 1.542)  -0.215
C (0.064, -4.524, 2.252)  -0.059
C (1.050, -4.361, 3.242)  -0.015
C (-1.374, 1.618, -2.683)  -0.263
C (1.691, -5.529, 3.882)  -0.644
C (0.074, 3.829, 1.937)  -0.244
C (-1.006, 4.057, -1.325)  -0.050
C (-1.052, -2.042, -3.420)  -0.248
C (-2.128, -3.078, -3.031)  -0.418
C (-1.331, 0.331, -3.343)  0.215
C (2.263, 1.375, -1.900)  -0.718
C (-1.483, 2.971, -0.605)  -0.316
C (1.052, 2.640, 1.969)  -0.420
C (-0.808, 3.991, -2.709)  -0.058
C (1.441, -3.068, 3.579)  -0.071
C (-0.390, 5.179, -3.481)  -0.641
C (2.390, 0.289, -0.871)  0.707
H (-1.100, -1.910, -4.506)  0.245
H (3.797, -0.946, -0.048)  0.422
H (-0.268, -5.526, 2.018)  0.243
H (-2.854, 2.438, 0.918)  0.251
H (2.706, 1.052, -2.837)  0.257
H (2.190, -2.937, 4.347)  0.240
H (-1.083, 5.358, -4.305)  0.252
H (0.167, 4.420, 2.850)  0.248
H (-3.085, -4.124, -1.405)  0.246
H (-0.071, 0.280, 2.318)  0.447
H (-0.867, 5.009, -0.835)  0.225
H (2.313, -5.231, 4.722)  0.241
H (2.801, 2.258, -1.562)  0.262
H (0.584, 5.019, -3.949)  0.240
H (-1.388, 0.353, -4.434)  0.242
H (2.100, -0.555, 4.090)  0.236
H (-1.969, -4.631, 0.547)  0.241
H (0.954, -6.260, 4.212)  0.253
H (0.332, 4.460, 1.087)  0.241
H (-0.764, 2.697, -4.416)  0.239
H (-3.290, -2.364, -1.367)  0.233
H (-1.751, -4.049, -3.358)  0.248
H (-1.796, 3.303, 2.710)  0.439
H (-0.338, 6.068, -2.859)  0.237
H (2.324, -6.053, 3.160)  0.250
H (1.221, 1.637, -2.057)  0.229
H (0.828, 1.971, 1.133)  0.225
H (-3.034, -2.878, -3.605)  0.248
H (0.365, 2.222, 4.011)  0.224
H (2.057, 1.826, 3.725)  0.243
H (-0.069, -2.450, -3.164)  0.220
H (2.046, 3.051, 1.800)  0.253
H (4.380, 0.104, -1.284)  0.428

=====

[3]
ORCA calculation (ωB97M-V/def2-TZVPD) on a single C2H4NO2P molecule at a distorted geometry.

Summary:
calculated total energy: -17008.603 eV
E_LUMO: 0.44 eV
spin multiplicity: 1
HOMO-LUMO gap: 10.1 eV
SMILES: C1Cp2on2O1
E_HOMO: -9.63 eV
energy above the lowest of the compared OMol25 structures with the same formula, charge and spin: 4.806 eV

Last column: natural (NBO) charge in e.
Positions of all 10 atoms, in Å:
P (-1.107, 0.604, 1.218)  1.157
O (1.274, -0.265, 0.716)  -0.356
O (-0.759, -0.841, 1.843)  -0.658
N (0.410, 0.118, 1.717)  -0.143
C (-0.738, 0.211, -0.656)  -0.778
C (0.789, -0.107, -0.603)  -0.113
H (-1.370, -0.636, -1.038)  0.250
H (1.244, -1.056, -1.073)  0.220
H (-1.075, 1.140, -1.195)  0.234
H (1.330, 0.831, -0.930)  0.187

=====

[4]
ORCA calculation (ωB97M-V/def2-TZVPD) on a single C5H4N4O molecule at a distorted geometry.

Summary:
calculated total energy: -13253.785 eV
E_LUMO: -0.66 eV
spin multiplicity: 1
HOMO-LUMO gap: 7.7 eV
SMILES: [O-][n+]1c[nH]cc2ncnc1-2
E_HOMO: -8.41 eV
energy above the lowest of the compared OMol25 structures with the same formula, charge and spin: 3.332 eV

Last column: natural (NBO) charge in e.
Positions of all 14 atoms, in Å:
O (1.311, -0.630, -2.234)  -0.492
N (0.486, -0.318, -1.410)  0.124
N (1.899, 1.128, 0.069)  -0.464
N (0.269, 1.271, 1.784)  -0.480
N (-1.414, -1.162, -0.333)  -0.485
C (-1.352, -0.216, 0.724)  0.063
C (1.487, 1.682, 1.331)  0.214
C (-0.520, -1.161, -1.367)  0.169
C (0.825, 0.363, -0.161)  0.283
C (-0.146, 0.391, 0.839)  -0.017
H (2.089, 2.526, 1.731)  0.207
H (-2.122, -0.141, 1.448)  0.235
H (-0.665, -1.872, -2.079)  0.216
H (-2.147, -1.861, -0.340)  0.427

=====

[5]
ORCA calculation (ωB97M-V/def2-TZVPD) on a molecular structure, C25H47Cl2GaNO3Si2 at a distorted geometry.

Summary:
calculated total energy: -127492.080 eV
E_LUMO: -3.09 eV
spin multiplicity: 1
HOMO-LUMO gap: 7.1 eV
E_HOMO: -10.14 eV
energy above the lowest of the compared OMol25 structures with the same formula, charge and spin: 0.251 eV
net charge: +1

Last column: Löwdin charge in e.
Positions of all 81 atoms, in Å:
Ga (-0.157, -0.790, 1.374)  0.407
Cl (1.772, -3.542, 4.903)  0.765
Cl (0.483, 0.787, 7.905)  0.723
Si (-3.452, -0.147, 1.223)  0.440
Si (2.955, 0.351, 0.627)  0.453
O (0.656, -1.933, 2.723)  -0.108
O (0.936, 1.288, -4.515)  -0.183
O (-0.384, -1.635, -1.567)  -0.160
N (-0.186, 0.593, 2.810)  0.073
C (0.502, -0.025, 6.389)  -0.604
C (-4.936, -0.759, 0.247)  -0.183
C (-2.022, -1.394, 1.306)  -0.258
C (3.136, 2.146, 0.111)  -0.174
C (1.053, -2.010, 5.064)  -0.604
C (-2.849, 1.376, 0.318)  -0.184
C (-0.781, -4.065, -1.755)  -0.041
C (0.169, -2.937, -2.053)  -0.125
C (0.560, -1.367, 3.910)  -0.357
C (-0.308, 2.062, 5.163)  0.016
C (0.072, -0.025, 4.004)  -0.128
C (0.548, 2.495, -3.872)  -0.282
C (0.061, 0.697, 5.229)  -0.155
C (0.993, -1.331, 6.295)  -0.087
C (3.441, 0.092, 2.413)  -0.162
C (-0.426, 1.912, 2.765)  -0.073
C (-3.985, 0.252, 2.978)  -0.170
C (-1.537, -1.261, -3.694)  -0.046
C (-0.842, 2.860, -4.346)  -0.070
C (-0.528, 2.656, 3.939)  -0.028
C (1.235, -0.227, 0.069)  -0.240
C (2.628, 0.689, -6.055)  -0.075
C (4.149, -0.625, -0.453)  -0.182
C (2.330, 1.041, -4.611)  -0.285
C (-1.545, -1.002, -2.215)  -0.140
H (-2.426, -1.421, -1.716)  0.124
H (2.755, 2.841, 0.877)  0.033
H (-1.786, 1.313, 0.064)  -0.003
H (-3.433, 1.485, -0.606)  0.036
H (4.199, 2.377, -0.061)  0.042
H (-0.895, -4.194, -0.674)  0.093
H (5.178, -0.360, -0.173)  0.041
H (4.524, 0.256, 2.505)  0.045
H (-1.767, -3.960, -2.232)  0.093
H (-2.097, -2.198, 0.557)  0.005
H (-3.154, 0.694, 3.553)  0.022
H (1.989, -0.124, -6.412)  0.076
H (4.005, -1.706, -0.312)  0.037
H (2.414, 1.555, -6.693)  0.083
H (3.238, -0.930, 2.761)  0.037
H (1.371, -1.828, 7.179)  0.113
H (-0.594, -0.968, -4.167)  0.089
H (-2.213, -1.904, 2.271)  0.043
H (2.948, 1.895, -4.294)  0.120
H (-0.796, 3.714, 3.850)  0.124
H (-0.318, -4.974, -2.137)  0.099
H (-4.814, 0.971, 2.978)  0.041
H (-5.840, -0.218, 0.569)  0.042
H (-2.335, -0.678, -4.175)  0.106
H (-0.397, 2.625, 6.089)  0.107
H (3.992, -0.378, -1.517)  0.028
H (-0.538, 2.370, 1.787)  0.121
H (-0.867, 2.903, -5.430)  0.082
H (-3.015, 2.253, 0.956)  0.039
H (2.610, 0.183, -3.978)  0.105
H (-1.591, 2.131, -4.041)  0.059
H (-1.769, -2.306, -3.933)  0.087
H (-0.283, -1.471, -0.527)  0.081
H (-1.136, 3.832, -3.954)  0.081
H (2.594, 2.333, -0.831)  0.021
H (0.788, 0.588, -0.519)  0.023
H (-4.316, -0.657, 3.508)  0.047
H (-4.796, -0.555, -0.825)  0.021
H (-1.458, 0.067, -1.986)  0.126
H (1.259, 3.307, -4.110)  0.125
H (0.531, 2.391, -2.768)  0.105
H (3.674, 0.407, -6.190)  0.079
H (1.139, -3.071, -1.553)  0.143
H (0.327, -2.790, -3.116)  0.123
H (2.944, 0.794, 3.094)  0.034
H (-5.128, -1.834, 0.371)  0.037
H (1.544, -0.981, -0.671)  0.012

=====

[6]
ORCA calculation (ωB97M-V/def2-TZVPD) on a molecular structure, C13H20N2O7P2PdS2.

Summary:
calculated total energy: -74833.743 eV
<S²>: 6.059
E_LUMO (alpha / beta): -5.95 / -9.33 eV
spin multiplicity: 5
HOMO-LUMO gap (alpha / beta): 9.1 / 5.9 eV
E_HOMO (alpha / beta): -15.02 / -15.27 eV
energy above the lowest of the compared OMol25 structures with the same formula, charge and spin: 0.000 eV
net charge: +2

Last column: Löwdin spin population.
Positions of all 47 atoms, in Å:
Pd (0.658, -0.551, -0.184)  1.712
S (2.465, -2.100, 0.901)  0.695
S (1.411, -2.755, 3.690)  0.010
P (0.654, 1.138, -2.222)  0.005
P (1.383, 1.910, 0.541)  0.012
O (1.686, 0.028, -2.097)  0.129
O (-0.304, -2.333, -0.978)  0.118
O (2.455, 0.839, 0.511)  0.190
O (1.808, 3.165, 1.381)  0.016
O (0.668, 1.836, -3.638)  0.011
O (-0.680, 0.706, -1.696)  0.098
O (0.045, 1.314, 0.934)  0.221
N (0.184, -1.396, 1.843)  0.216
N (2.806, 2.651, -1.642)  0.000
C (-2.645, -0.868, 4.067)  0.031
C (-0.652, -1.383, 2.882)  0.112
C (-0.151, -2.107, 4.017)  0.132
C (0.607, 3.855, -1.382)  0.000
C (1.343, 2.533, -1.209)  -0.004
C (-2.085, -3.122, -2.301)  0.002
C (-1.840, -4.113, -1.163)  0.003
C (1.324, -2.060, 2.103)  0.067
C (-1.067, -3.276, -0.163)  0.006
C (-0.765, -2.389, -2.374)  0.005
C (-1.922, -0.752, 2.923)  0.052
C (-2.142, -1.596, 5.186)  0.159
C (-0.906, -2.212, 5.175)  -0.010
H (1.056, 4.639, -0.771)  0.000
H (0.598, 4.170, -2.425)  0.000
H (-0.429, 3.730, -1.065)  0.000
H (-1.238, -4.954, -1.508)  0.000
H (-0.018, -2.945, -2.938)  0.002
H (1.247, 3.439, 2.118)  0.001
H (-2.327, -3.606, -3.245)  0.001
H (-2.752, -1.665, 6.077)  0.007
H (-0.363, -3.846, 0.440)  0.001
H (2.903, 2.605, -2.661)  0.000
H (0.136, 1.439, -4.341)  0.000
H (-2.273, -0.196, 2.064)  0.001
H (-2.893, -2.434, -2.047)  0.000
H (-0.543, -2.756, 6.037)  -0.003
H (-1.735, -2.710, 0.484)  0.001
H (3.218, 3.532, -1.326)  0.000
H (3.331, 1.864, -1.243)  0.000
H (-2.758, -4.502, -0.726)  0.001
H (-3.618, -0.402, 4.141)  0.000
H (-0.832, -1.374, -2.745)  0.000